Density functional theory data (ωB97M-V with the def2-TZVPD basis set) for CHIrLiO as an isolated structure.

Calculated values
Highest occupied orbital energy (alpha / beta) in eV: -11.4 / -13.4
⟨S²⟩: 6.041
2S+1: 5
Energy in eV: -6131.687
Relative energy (zero: lowest compared OMol25 entry of this formula, charge and spin) in kcal per mole: 0.0
E_LUMO (alpha / beta) in eV: -4.53 / -6.65
Charge: +1
Orbital gap (alpha / beta) in eV: 6.86 / 6.76

The geometry in XYZ format:
```
5
CHIrLiO, DFT ωB97M-V with the def2-TZVPD basis set
H -0.6008 0.4433 -1.3021
Ir -0.9881 -2.0586 0.2685
O 0.7812 0.4170 0.1024
C 0.0690 -0.2660 -0.6570
Li 0.7388 1.4643 1.5881
```

***

Density functional theory data (ωB97M-V with the def2-TZVPD basis set) for CHLiO3Tl as an isolated structure.

Calculated values
Highest occupied orbital energy (alpha / beta) in eV: -29.1 / -28.6
Energy in eV: -12046.223
Relative energy (zero: lowest compared OMol25 entry of this formula, charge and spin) in kcal per mole: 0.0
E_LUMO (alpha / beta) in eV: -21.33 / -20.38
Charge: +3
Orbital gap (alpha / beta) in eV: 7.78 / 8.22

The geometry in XYZ format:
```
7
CHLiO3Tl, DFT ωB97M-V with the def2-TZVPD basis set
O -1.2788 -0.1669 -1.1816
C -0.2643 -0.6569 -1.5173
H 0.3142 -1.0678 -0.1255
O 0.9145 -0.0264 1.1622
O 1.2433 -0.4281 0.0707
Li 0.3887 1.7570 0.5685
Tl -1.3176 0.5889 1.0231
```

***

Question: Look up the charge of the second one.
Answer: +3